#A
The following is a DFT calculation (ωB97M-V with the def2-TZVPD basis set) of C5H16NSi as an isolated structure.

Orbital gap: 10.84 eV
Charge: +1
E_HOMO: -13.80 eV

Geometry (Å):
C 2.928 -0.435 0.662
C -1.325 -0.549 -1.551
C -2.469 -0.102 0.593
C 1.673 -0.684 -0.247
C -0.024 -0.015 0.588
N -1.220 -0.647 -0.055
Si 0.255 1.965 0.282
H 2.858 0.499 1.109
H 3.585 -0.442 -0.184
H 3.192 -1.329 1.306
H -2.221 -0.948 -2.025
H -1.308 0.478 -1.791
H -0.477 -1.091 -1.975
H -3.293 -0.961 0.536
H -2.416 0.254 1.695
H -2.638 0.862 0.153
H 1.485 -1.702 -0.205
H 1.884 -0.387 -1.321
H 0.118 -0.323 1.576
H -1.243 -1.629 0.196
H 0.508 2.075 -1.110
H 1.242 2.642 1.072
H -1.093 2.469 0.698



#B
The following is a DFT calculation (ωB97M-V with the def2-TZVPD basis set) of a 2-piece molecular cluster, C5H16NSi overall.

Orbital gap (spin up / spin down): 9.71 / 7.80 eV
Charge: +1
E_HOMO (spin up / spin down): -14.37 / -11.83 eV

Geometry (Å):
C -0.954 0.216 -1.471
C -1.372 -1.231 0.398
C -1.411 1.126 0.700
C 1.869 -1.612 -0.237
C 1.849 1.699 -0.126
N -0.754 0.033 -0.030
Si 1.142 0.022 0.365
H -0.576 1.186 -1.783
H -0.439 -0.564 -2.027
H -2.016 0.167 -1.721
H -1.126 -1.412 1.449
H -2.455 -1.179 0.288
H -1.009 -2.058 -0.205
H -2.482 1.129 0.490
H -1.262 0.989 1.770
H -1.003 2.088 0.402
H 2.039 -1.610 -1.316
H 2.831 -1.778 0.238
H 1.247 -2.472 0.007
H 2.908 1.729 0.119
H 1.767 1.879 -1.199
H 1.380 2.529 0.398
H -0.173 -0.876 3.492



#C
The following is a DFT calculation (ωB97M-V with the def2-TZVPD basis set) of a 2-piece molecular cluster, C5H16NSi overall.

Orbital gap: 6.33 eV
Charge: +1
E_HOMO: -12.54 eV

Geometry (Å):
C 1.931 -1.717 0.129
C -1.786 0.935 -0.666
C -0.641 1.568 1.168
C 1.312 -0.867 -0.980
C -1.890 -0.614 1.181
N -1.046 0.323 0.432
Si 2.510 0.263 -1.883
H 1.251 -2.010 0.927
H 2.147 -2.701 -0.138
H 2.865 -1.378 0.670
H -2.177 0.255 -1.305
H -2.514 1.649 -0.474
H -1.118 1.376 -1.278
H -0.366 1.168 2.176
H 0.383 1.989 0.715
H -1.326 2.333 1.272
H 0.407 -0.195 -0.615
H 0.961 -1.585 -1.680
H -2.140 -1.399 0.597
H -2.743 -0.001 1.387
H 1.719 0.598 -3.166
H 3.889 1.014 -1.753
H -1.468 -0.865 2.229



The most stable arrangement is #B, and the next structure is 0.266 eV less stable.